The following is a DFT calculation (wB97M-V/def2-TZVPD) of 8 unconnected molecules or ions with the total composition C34H73BN3O26 in a non-equilibrium geometry.

XYZ file:
```
137
Properties=species:S:1:pos:R:3:lowdin_charge:R:1
H -8.587 6.416 -2.608 0.075
O -0.342 -8.173 -1.524 0.021
H -6.100 6.814 -2.764 0.125
H 5.600 0.574 12.653 0.097
N -0.907 -2.555 -1.271 0.187
O 4.478 5.001 -2.608 0.138
H 2.498 -2.923 7.088 0.099
O 0.257 -1.242 4.467 0.045
H -7.922 2.111 -3.583 0.104
O 3.453 0.318 -6.344 0.104
H 6.162 1.514 7.817 0.076
O -1.320 -10.141 -2.058 0.138
H -5.287 -0.659 1.181 0.127
H 3.132 -1.617 -4.745 0.056
H 0.855 -3.489 7.520 0.101
H -3.849 -1.867 -1.931 0.133
C 6.065 -0.283 12.166 -0.040
C -0.957 -2.628 2.881 -0.054
O -7.039 4.723 -3.810 0.132
C 2.435 0.740 -8.745 -0.038
H 0.471 -3.961 -0.475 0.173
C -6.839 2.115 -3.450 -0.042
O 3.307 4.510 -0.739 -0.009
H -1.284 -8.537 -4.081 0.078
O 0.783 -2.955 -3.570 0.013
H -0.958 -6.845 -3.746 0.067
H 2.281 0.806 -9.820 0.097
H -1.569 9.145 3.013 0.097
H -6.524 1.123 -3.133 0.063
H -2.359 -11.009 0.082 0.100
C 1.501 -2.618 7.403 -0.032
H -8.153 7.934 -1.813 0.083
O 1.380 -3.174 4.823 0.129
H -3.623 -9.910 -0.553 0.099
C 3.930 -2.343 -4.904 -0.070
H 4.991 1.333 -3.064 0.080
O -1.795 -9.013 -0.160 -0.002
H 5.449 -0.877 -5.385 0.118
H -6.342 2.355 -4.390 0.097
O 5.319 -0.697 11.021 0.005
H -1.863 6.193 -0.687 0.126
H 1.765 -0.370 -1.635 0.095
H 1.582 -2.112 8.362 0.096
H 1.204 -7.482 -2.651 0.119
C 5.007 -1.780 -5.809 -0.201
H -6.033 6.950 -1.013 0.122
H -1.111 -2.819 1.815 0.046
H 2.840 1.688 -8.392 0.097
H -5.118 1.392 -0.275 0.131
C 0.125 -1.585 3.087 -0.216
C -6.566 6.474 -1.837 -0.211
H 1.419 0.739 -0.261 0.110
C 0.394 -8.205 -2.755 -0.212
C 5.422 0.989 7.213 -0.065
C 3.908 5.645 -0.112 -0.037
C 1.701 -0.306 -0.524 -0.024
H -2.504 4.602 -0.307 0.118
N -3.155 -1.744 -1.191 0.029
H 2.801 2.017 -4.059 0.109
O -2.040 7.112 3.005 0.007
H 0.364 5.495 0.272 0.070
H -0.279 -4.497 -2.042 0.141
C -4.376 -0.491 0.570 -0.125
H 5.171 1.617 6.356 0.080
H 2.725 -0.476 -0.121 0.119
H 5.892 0.070 6.856 0.082
B -0.359 -1.210 -0.822 -0.603
O -6.476 3.034 -2.419 -0.005
H -0.694 -3.571 3.362 0.084
H 3.474 -3.226 -5.355 0.085
H -3.134 -9.829 1.147 0.094
C 3.748 -0.431 -7.239 -0.603
O -2.163 5.756 1.328 0.035
H 0.104 -7.754 -4.845 0.085
H 0.586 -2.009 -3.659 0.106
C -0.387 4.755 -0.006 -0.064
H 5.809 -2.508 -5.925 0.128
O 0.919 -1.701 6.472 0.007
C -2.781 -10.006 0.133 -0.038
C -4.751 0.404 -0.649 -0.235
H -8.486 6.474 -0.857 0.083
O 0.756 -1.267 0.043 0.022
C -1.779 5.355 0.007 -0.213
H 3.786 6.542 -0.717 0.100
H 3.446 0.178 7.384 0.113
C -2.181 -2.770 -1.426 -0.246
C -1.448 8.254 3.627 -0.039
H 7.090 -0.049 11.878 0.100
C 5.088 0.283 10.144 -0.610
H -6.107 -0.987 -1.049 0.075
H 1.082 -1.912 2.679 0.123
H -1.899 -2.295 3.323 0.088
H -0.140 4.373 -0.998 0.078
O 3.167 3.167 -2.425 0.018
H 6.080 -1.116 12.866 0.094
C -1.614 6.895 1.759 -0.610
C -8.032 6.850 -1.776 -0.064
H -0.392 8.066 3.824 0.099
H 5.685 2.879 -3.516 0.079
H -0.151 -0.668 2.566 0.120
H 1.478 0.531 -8.266 0.096
H -2.929 -4.524 -0.952 0.128
C 3.723 4.302 -1.991 -0.612
O -0.862 0.031 -1.233 0.176
H 3.712 1.575 8.415 0.126
H -3.564 0.034 1.125 0.126
C -0.484 -7.813 -3.928 -0.064
C 0.111 -3.628 -1.474 -0.084
C -6.664 4.318 -2.744 -0.611
H 3.449 3.603 -4.445 0.129
O -5.855 -0.134 -1.415 -0.088
O 4.506 -1.521 -7.126 0.049
H 4.964 5.451 0.077 0.101
C -3.808 -1.905 0.148 -0.149
H 0.852 -9.184 -2.906 0.129
C 0.907 -2.141 5.215 -0.607
H -1.958 8.412 4.575 0.095
H -3.895 0.630 -1.324 0.114
H 4.345 -2.615 -3.932 0.085
O -0.856 7.593 1.142 0.128
O -6.381 5.060 -1.672 0.031
H -4.606 -2.684 0.053 0.125
N -2.665 -4.071 -1.833 0.165
C 3.534 2.764 -3.753 -0.211
H -0.759 0.182 -2.180 0.127
H -3.053 -2.278 0.884 0.108
C 4.919 2.151 -3.784 -0.061
C 4.180 0.671 8.023 -0.213
H 5.144 1.768 -4.780 0.067
O 1.201 -3.112 -2.236 -0.110
H 3.405 5.797 0.841 0.093
H -0.314 3.939 0.717 0.080
O 4.473 -0.247 9.084 0.029
C -1.162 -9.208 -1.321 -0.612
O 3.345 -0.334 -8.506 0.016
O 5.396 1.436 10.281 0.129
H -3.537 -3.935 -2.350 0.113
```

Its molar mass is 950.8 g mol⁻¹. For the HOMO-LUMO gap, the calculation gives 7.70 eV. The spin multiplicity is 1. The value obtained for the LUMO energy is -4.3 eV. The HOMO energy comes out at -0.4418 Eh. Its net charge is +1.


The following is a DFT calculation (wB97M-V/def2-TZVPD) of a molecular structure, C34H73ClIN5O15PS2 in a non-equilibrium geometry.

XYZ file:
```
132
Properties=species:S:1:pos:R:3:lowdin_charge:R:1
C -1.302 3.586 1.042 -0.333
C -0.242 -6.552 -4.669 -0.202
C -2.453 0.439 5.130 -0.025
H -2.569 -0.446 -0.751 0.121
C 2.120 1.907 -2.549 -0.091
H -0.755 -2.484 0.162 0.064
C 1.817 2.947 -1.447 -0.209
C 3.611 0.519 1.747 -0.267
H -2.660 1.462 3.274 0.150
H -0.139 -6.957 -3.656 0.126
H -0.087 -5.500 2.965 0.128
H 3.894 1.516 2.069 0.060
H -3.520 0.564 5.286 0.089
H 0.565 6.497 2.900 0.095
H 2.357 -0.476 -0.673 0.092
O 1.703 2.646 -4.787 0.093
C -0.205 -5.412 1.880 -0.199
O 5.114 5.095 -0.575 -0.283
H 2.450 3.443 4.663 0.137
H 3.720 4.083 -4.365 0.111
O -6.094 5.722 -2.154 -0.190
H 0.696 0.601 -0.945 0.088
H -0.340 1.890 -0.530 0.122
H 2.235 -6.810 -6.536 0.085
H 0.232 -7.458 1.489 0.130
H 2.984 -1.477 0.585 0.088
H -6.819 4.614 -0.558 0.127
H 1.491 -8.477 -4.670 0.083
H 0.672 -5.038 -5.895 0.134
H 3.725 -6.708 -5.575 0.088
C 0.471 4.538 3.428 -0.161
H -3.364 -0.336 2.434 0.109
H 2.972 1.280 -2.279 0.120
C 0.578 2.444 1.903 -0.289
O 2.099 -5.910 -4.664 -0.196
I 2.205 5.756 -0.020 1.171
S -0.414 -2.735 -2.161 0.357
O -1.756 -7.270 1.874 -0.184
H 3.301 1.403 4.241 0.092
H 6.273 4.618 1.700 0.107
H 1.258 1.297 -2.791 0.113
H 0.788 3.281 -1.510 0.112
H 3.266 -0.839 3.440 0.069
C -0.639 0.787 3.393 -0.101
C 2.736 3.863 2.274 -0.385
H 1.897 0.817 4.823 0.108
S 5.641 2.278 -0.333 0.437
C -4.989 3.749 -1.274 -0.228
O 0.070 -1.642 -2.949 -0.339
H -1.640 0.713 0.904 0.098
H -5.856 2.275 -4.073 0.090
H -3.773 -7.360 1.689 0.091
H -0.146 0.922 4.346 0.100
C 1.336 1.606 0.835 -0.174
O -0.504 1.919 2.526 -0.025
H 0.992 4.876 4.315 0.130
H -4.775 3.238 -0.332 0.097
H -8.157 5.951 -2.149 0.089
H -0.080 -9.291 -4.451 0.088
H -5.204 3.912 -3.851 0.085
H -2.474 -5.027 3.056 0.089
H 4.226 0.342 0.873 0.054
C -1.498 -0.625 -0.747 -0.167
H -1.245 -6.127 -4.765 0.126
C -2.132 0.586 3.653 -0.383
C 2.292 2.565 -0.023 -0.257
H 5.532 4.755 -1.379 0.066
H 3.085 -5.253 -6.368 0.088
C 2.158 -0.814 0.341 -0.035
H -0.262 -0.137 2.965 0.120
H 1.637 -0.051 2.232 0.100
P 4.797 3.860 0.378 0.193
O -1.216 -3.720 -2.817 -0.331
H 4.871 -0.092 3.409 0.078
N -2.454 3.672 1.003 0.243
H 0.752 -5.091 1.457 0.110
C -2.047 -4.116 2.633 -0.100
H 4.189 3.236 -3.005 0.047
H -7.344 5.989 -3.726 0.090
C -5.181 2.886 -3.476 -0.109
H -0.825 5.726 2.409 0.095
C -0.578 -6.751 1.288 -0.202
N 2.298 1.432 4.131 0.087
H 2.403 3.809 -1.738 0.016
H -4.164 2.490 -3.580 0.086
C 2.138 0.348 1.356 -0.258
C 2.813 -6.182 -5.855 -0.112
C -2.912 -7.116 1.070 -0.103
C 2.945 3.781 0.731 -0.571
O -0.125 -7.586 -5.633 -0.185
H 0.575 -4.657 -4.171 0.069
H -0.689 -6.663 0.202 0.127
H -1.539 -3.553 3.423 0.085
O -2.571 -0.559 2.929 -0.027
H 0.872 2.752 4.822 0.130
N 0.162 5.626 2.597 0.041
H -2.851 -3.499 2.231 0.085
C -7.359 5.505 -2.752 -0.108
O 5.350 4.337 1.799 -0.184
H -1.950 1.206 5.716 0.081
Cl 1.254 -3.701 -1.468 0.441
H -2.240 -2.669 -0.736 0.108
N 1.387 3.377 2.845 0.026
O 2.957 5.157 2.734 -0.090
C 1.761 2.736 4.206 -0.174
H -0.502 -0.589 1.179 0.088
C -1.292 -2.143 -0.718 -0.241
H 3.383 5.129 3.598 0.124
H 3.518 3.266 2.733 0.119
C 0.229 1.075 -0.098 -0.117
H -0.421 4.025 3.770 0.141
H -2.188 -0.556 5.479 0.093
H 4.491 -1.386 2.308 0.079
O -0.024 3.462 1.024 0.003
H -4.036 4.081 -1.701 0.119
C 0.771 -5.454 -4.888 -0.204
H 1.267 -1.428 0.362 0.048
C 2.463 2.609 -3.849 -0.526
O -1.161 -4.406 1.566 -0.225
O -5.618 2.811 -2.132 -0.194
C -0.854 0.124 0.438 -0.154
C 4.076 -0.509 2.794 -0.082
C 0.547 -8.735 -5.157 -0.113
H -2.887 -7.800 0.216 0.092
H 0.753 -9.370 -6.016 0.089
H -7.563 4.440 -2.886 0.084
H -1.134 -0.218 -1.685 0.099
H -5.365 5.584 -0.262 0.123
H 3.112 1.894 -0.272 0.051
N 3.732 3.182 -3.905 0.156
H -3.015 -6.092 0.702 0.081
C -5.870 4.944 -0.992 -0.209
```

Its molar mass is 1049.4 g mol⁻¹. For the HOMO-LUMO gap, the calculation gives 7.06 eV. The spin multiplicity is 1. The value obtained for the LUMO energy is -3.0 eV. The HOMO energy comes out at -0.3710 Eh. Its net charge is +1.


The following is a DFT calculation (wB97M-V/def2-TZVPD) of 4 unconnected molecules or ions with the total composition C34H73F3IN3O3P.

XYZ file:
```
118
Properties=species:S:1:pos:R:3:lowdin_charge:R:1
H -4.273 5.187 2.370 0.103
H 3.729 -4.238 1.118 0.106
H -1.697 -8.166 -4.028 0.071
H 7.387 2.313 -0.904 0.098
H -8.111 4.352 2.295 0.135
H 6.595 -0.036 -1.110 0.073
C -2.816 -6.307 -3.963 -0.270
N -2.788 2.868 1.915 0.140
H -3.683 -4.351 -4.175 0.100
C -7.053 4.090 2.354 -0.184
H -4.255 0.242 -1.400 0.138
H 8.133 -0.518 -1.781 0.114
H -4.748 3.735 -1.716 0.064
C 6.912 0.612 -3.138 -0.222
C 3.901 -2.303 2.016 -0.224
P -2.565 -0.526 4.039 0.930
H -5.780 2.388 -2.246 0.082
C -2.793 -3.379 -1.644 -0.112
H 6.440 -0.294 -3.532 0.110
H -1.626 -3.024 -4.154 0.109
C 5.909 1.762 -3.217 -0.264
H 8.369 1.178 -0.011 0.099
C -3.099 2.967 0.469 -0.081
H -0.684 -6.742 -3.839 0.065
H -2.904 -2.351 -2.009 0.059
H -4.974 3.414 -3.426 0.079
C 4.222 -3.289 0.892 -0.255
H -0.782 1.172 -0.444 0.126
H -5.077 4.438 3.768 0.115
H 9.114 2.373 -2.738 0.066
C -0.777 -0.907 4.306 -0.265
C 6.807 -1.456 2.861 -0.100
C -1.579 -4.055 -3.786 -0.223
C 7.426 0.316 -1.729 -0.230
H -3.910 6.765 4.130 0.080
H -2.304 -0.931 0.049 0.119
H 10.084 1.201 -1.847 0.077
C 8.099 1.491 -1.023 -0.272
F 0.520 -1.696 0.400 0.157
H 6.381 2.692 -2.889 0.099
O -5.517 2.448 1.518 -0.152
H 4.314 -1.888 -0.772 0.060
H -0.149 -0.105 3.924 0.032
H -0.513 -1.821 3.771 0.035
I -1.860 3.059 -2.906 0.915
C 0.275 -0.645 -0.395 -0.588
C -5.101 5.302 3.087 -0.287
N -2.431 1.146 3.448 -0.054
C -3.654 1.580 0.147 -0.310
H 6.303 -1.466 0.766 0.091
H -1.456 -5.049 -1.869 0.104
C -6.684 3.206 1.188 -0.156
H -0.671 -3.493 -1.930 0.085
H 3.978 -3.545 -1.255 0.075
H -1.407 -7.105 -5.405 0.077
H -2.649 -0.818 6.419 0.042
C -4.950 6.599 3.849 -0.058
H -3.498 3.323 2.482 0.112
H -1.654 -0.856 1.663 0.087
H -2.986 -6.363 -2.884 0.097
H 4.068 -0.425 0.976 0.089
H -5.771 1.566 -0.337 0.111
O 0.056 0.935 1.433 0.023
C 9.346 1.999 -1.740 -0.107
H -4.192 -0.202 5.813 0.035
H 6.562 -2.502 3.053 0.068
C -1.882 -0.253 0.786 -0.071
H -3.696 -6.759 -4.428 0.106
H 2.813 -2.185 2.080 0.095
H 7.754 0.823 -3.803 0.103
C -4.859 2.939 -2.454 -0.156
C -5.149 1.486 0.556 -0.125
H -3.815 3.770 0.315 0.125
H -2.823 0.899 6.056 0.043
H 7.883 -1.400 2.693 0.072
H 9.815 2.814 -1.187 0.070
N -2.894 0.737 1.158 0.059
C 3.784 -2.799 -0.484 -0.098
H -7.510 2.533 0.931 0.136
C -0.585 0.391 0.303 -0.252
C -3.503 1.034 -1.282 -0.187
H 6.352 0.125 1.479 0.100
H 5.294 -3.504 0.873 0.102
C -3.110 -0.104 5.736 -0.281
H 6.581 -0.889 3.766 0.076
F 1.453 -0.123 -0.762 0.162
H 2.715 -2.585 -0.496 0.050
O -6.330 5.298 2.379 -0.130
C -1.560 -4.034 -2.259 -0.264
H -6.466 3.842 0.319 0.133
F -0.361 -1.089 -1.487 0.156
H -5.272 7.428 3.218 0.086
H -2.173 1.902 4.074 0.132
H -2.190 3.208 -0.074 0.060
H -2.723 -3.349 -0.554 0.066
H -0.627 -4.455 -4.144 0.105
C -2.734 -4.846 -4.404 -0.228
H 3.938 2.344 -2.509 0.067
H 0.964 1.185 1.213 0.122
H -5.566 6.602 4.748 0.082
H 4.867 1.416 -1.335 0.058
H 4.213 -2.736 2.970 0.104
C -3.677 1.984 -2.473 -0.730
H 4.257 -0.301 2.712 0.108
H 5.636 1.916 -4.264 0.105
H -6.897 3.533 3.288 0.132
H -3.762 1.347 -3.351 0.075
H -2.546 0.543 -1.417 0.072
H -2.633 -4.810 -5.493 0.111
H -0.557 -1.049 5.363 0.040
C 6.037 -0.905 1.667 -0.276
H 4.143 0.603 -2.723 0.071
H -3.709 -3.915 -1.895 0.070
C -2.678 1.554 2.215 -0.393
C -1.582 -7.124 -4.327 -0.109
H -5.307 0.491 0.987 0.148
C 4.644 1.518 -2.399 -0.115
C 4.521 -0.916 1.844 -0.229
```

Its molar mass is 786.8 g mol⁻¹. For the HOMO-LUMO gap, the calculation gives 9.98 eV. The spin multiplicity is 1. The value obtained for the LUMO energy is -2.1 eV. The HOMO energy comes out at -0.4453 Eh. Its net charge is +1.